{
  "formula": "C30H32ClIN4O2PPd",
  "method": "the ωB97M-V functional and the def2-TZVPD basis",
  "elements": ["Pd", "Cl", "C", "C", "C", "I", "C", "O", "C", "N", "C", "C", "C", "C", "H", "H", "H", "H", "C", "N", "C", "P", "O", "N", "C", "C", "N", "C", "C", "H", "H", "H", "H", "H", "H", "H", "H", "H", "H", "H", "H", "H", "H", "H", "H", "H", "H", "C", "C", "C", "C", "C", "C", "C", "C", "C", "C", "C", "C", "C", "C", "C", "H", "H", "H", "H", "H", "H", "H", "H", "H", "H"],
  "positions_angstrom": [[1.41, -1.10, -0.05], [5.65, -5.70, -3.93], [4.30, -4.83, -3.24], [3.03, -5.17, -3.60], [1.92, -4.49, -3.06], [0.00, -5.04, -3.66], [2.03, -3.45, -2.13], [1.06, -2.83, -1.62], [3.41, -3.09, -1.79], [3.55, -2.05, -0.93], [4.75, -1.66, -0.58], [5.92, -2.28, -1.06], [5.81, -3.33, -1.93], [4.53, -3.77, -2.33], [2.87, -5.97, -4.30], [4.81, -0.82, 0.10], [6.89, -1.92, -0.73], [6.68, -3.83, -2.32], [-1.92, -0.94, -0.53], [-1.83, 0.45, -0.96], [-2.85, 1.31, -0.39], [-0.44, 1.02, -1.65], [0.78, 1.13, -0.82], [-0.19, 0.00, -2.92], [1.15, -0.19, -3.46], [-1.22, -0.73, -3.63], [-0.86, 2.53, -2.26], [-0.56, 3.67, -1.41], [-0.63, 2.81, -3.67], [-2.90, -1.33, -0.82], [-1.81, -1.02, 0.56], [-1.14, -1.54, -0.99], [-3.84, 0.89, -0.61], [-2.80, 2.31, -0.82], [-2.75, 1.38, 0.70], [1.88, 0.29, -2.81], [1.22, 0.24, -4.47], [1.38, -1.26, -3.51], [-2.20, -0.49, -3.23], [-1.05, -1.81, -3.54], [-1.21, -0.48, -4.70], [-0.73, 3.42, -0.36], [-1.20, 4.51, -1.67], [0.49, 3.98, -1.50], [-0.92, 1.97, -4.28], [0.42, 3.05, -3.88], [-1.24, 3.67, -3.97], [0.58, -0.53, 1.65], [-0.12, 0.00, 2.52], [-0.96, 0.71, 3.36], [-0.78, 2.17, 3.44], [-1.17, 2.93, 4.55], [-0.95, 4.29, 4.60], [-0.33, 4.95, 3.54], [0.07, 4.21, 2.44], [-0.14, 2.84, 2.38], [-2.03, 0.00, 4.07], [-3.22, 0.63, 4.47], [-4.23, -0.09, 5.10], [-4.09, -1.45, 5.33], [-2.92, -2.09, 4.92], [-1.91, -1.38, 4.30], [-1.62, 2.43, 5.40], [-1.25, 4.85, 5.48], [-0.16, 6.02, 3.58], [0.57, 4.70, 1.61], [0.20, 2.26, 1.53], [-3.37, 1.68, 4.27], [-5.14, 0.42, 5.38], [-4.88, -2.01, 5.82], [-2.80, -3.15, 5.09], [-1.01, -1.88, 3.97]],
  "gap_ev": [5.84, 6.77],
  "lumo_energy_ha": [0.088, 0.080],
  "charge": -1,
  "energy_ha": -2759.0708,
  "spin_multiplicity": 3,
  "s2": 2.04,
  "homo_ha": [-0.127, -0.169]
}



{
  "formula": "C30H32ClN3SSi2Tb",
  "method": "the ωB97M-V functional and the def2-TZVPD basis",
  "elements": ["C", "C", "C", "H", "C", "C", "H", "H", "H", "H", "Tb", "Si", "C", "C", "H", "C", "H", "C", "H", "C", "H", "C", "H", "C", "C", "H", "C", "H", "C", "H", "C", "H", "C", "H", "H", "Si", "C", "C", "H", "C", "H", "C", "H", "C", "H", "C", "H", "C", "C", "H", "C", "H", "C", "H", "C", "H", "C", "H", "H", "Cl", "N", "N", "C", "N", "S", "H", "H", "H", "H", "H"],
  "positions_angstrom": [[5.37, 2.18, 2.25], [5.10, 1.00, 1.52], [4.37, 1.36, 0.37], [5.40, 0.00, 1.80], [4.18, 2.76, 0.39], [4.80, 3.27, 1.55], [4.83, 4.30, 1.85], [5.92, 2.25, 3.18], [4.00, 0.69, -0.39], [3.63, 3.32, -0.35], [3.11, 1.89, 2.20], [1.09, 0.91, 1.07], [1.02, -0.99, 1.06], [-0.18, -1.69, 1.20], [-1.11, -1.14, 1.28], [-0.22, -3.08, 1.24], [-1.16, -3.60, 1.36], [0.96, -3.81, 1.13], [0.93, -4.89, 1.16], [2.16, -3.14, 0.97], [3.09, -3.70, 0.87], [2.19, -1.75, 0.94], [3.14, -1.24, 0.85], [1.02, 1.43, -0.76], [1.26, 0.52, -1.80], [1.39, -0.53, -1.57], [1.31, 0.94, -3.12], [1.50, 0.22, -3.91], [1.12, 2.28, -3.44], [1.16, 2.61, -4.47], [0.88, 3.19, -2.42], [0.73, 4.24, -2.66], [0.84, 2.77, -1.10], [0.67, 3.50, -0.32], [-0.29, 1.26, 1.59], [-4.86, -1.07, -0.94], [-4.37, -0.23, -2.53], [-4.26, -0.98, -3.70], [-4.40, -2.06, -3.66], [-3.96, -0.38, -4.91], [-3.87, -0.98, -5.80], [-3.76, 0.99, -4.97], [-3.52, 1.46, -5.91], [-3.87, 1.76, -3.81], [-3.71, 2.83, -3.86], [-4.17, 1.15, -2.61], [-4.24, 1.76, -1.71], [-4.27, -2.83, -0.90], [-2.94, -3.14, -1.18], [-2.24, -2.35, -1.42], [-2.49, -4.45, -1.16], [-1.46, -4.68, -1.38], [-3.38, -5.48, -0.86], [-3.04, -6.50, -0.85], [-4.71, -5.19, -0.58], [-5.40, -5.98, -0.35], [-5.15, -3.87, -0.60], [-6.19, -3.65, -0.37], [-6.33, -1.06, -0.72], [-4.05, 0.02, 0.65], [2.21, 3.62, 3.48], [2.71, 3.40, 4.76], [2.62, 2.10, 5.32], [3.20, 1.82, 6.58], [1.92, 0.92, 4.44], [1.17, 3.55, 3.50], [2.48, 4.58, 3.15], [3.23, 4.15, 5.25], [3.17, 0.87, 6.97], [3.68, 2.56, 7.11]],
  "gap_ev": [7.45, 7.06],
  "lumo_energy_ha": [-0.121, -0.115],
  "charge": 1,
  "energy_ha": -3588.1308,
  "spin_multiplicity": 7,
  "de_lowest_ev": 0.100,
  "s2": 12.34,
  "homo_ha": [-0.395, -0.374]
}



{
  "formula": "C30H32Co2O9",
  "method": "the ωB97M-V functional and the def2-TZVPD basis",
  "elements": ["C", "C", "O", "C", "C", "C", "O", "C", "C", "C", "C", "C", "C", "C", "C", "C", "C", "O", "H", "H", "H", "H", "H", "H", "H", "H", "H", "H", "H", "H", "H", "H", "H", "H", "H", "H", "H", "H", "H", "H", "H", "H", "H", "O", "C", "Co", "C", "O", "C", "O", "C", "C", "C", "C", "C", "C", "C", "C", "C", "Co", "C", "O", "C", "O", "C", "O", "H", "H", "H", "H", "H", "H", "H"],
  "positions_angstrom": [[4.03, -1.25, -0.37], [2.70, -0.67, -0.71], [2.12, -0.16, 0.50], [0.85, 0.33, 0.35], [0.35, 0.74, 1.65], [-0.98, 1.22, 1.84], [-1.62, 0.92, 2.87], [-1.62, 2.16, 0.84], [-2.40, 1.45, -0.24], [-3.40, 0.39, 0.27], [-2.94, -1.06, 0.05], [-3.07, -1.99, 1.27], [-2.05, -3.15, 1.28], [-0.58, -2.72, 1.43], [-0.24, -2.12, 2.80], [1.13, -1.44, 2.87], [1.11, 0.11, 2.79], [0.27, 0.26, -0.73], [4.51, -1.50, -1.32], [4.65, -0.52, 0.16], [3.91, -2.16, 0.23], [2.86, 0.16, -1.41], [1.99, -1.37, -1.18], [-2.27, 2.86, 1.40], [-0.83, 2.75, 0.36], [-2.96, 2.18, -0.82], [-1.65, 1.00, -0.92], [-3.63, 0.58, 1.34], [-4.33, 0.52, -0.30], [-3.57, -1.50, -0.75], [-1.91, -1.07, -0.33], [-2.99, -1.41, 2.21], [-4.08, -2.44, 1.26], [-2.32, -3.82, 2.11], [-2.14, -3.72, 0.34], [0.03, -3.63, 1.30], [-0.29, -2.02, 0.63], [-1.02, -1.40, 3.12], [-0.25, -2.96, 3.53], [1.58, -1.72, 3.84], [1.79, -1.82, 2.09], [2.15, 0.44, 2.71], [0.67, 0.48, 3.72], [4.16, 2.10, 1.64], [3.47, 2.48, 0.78], [2.41, 3.05, -0.43], [2.37, 2.32, -2.09], [2.87, 1.70, -2.98], [0.68, 2.80, -1.93], [-0.08, 2.03, -2.46], [2.85, 4.91, -0.76], [4.07, 5.20, -1.47], [5.25, 4.49, -1.14], [6.39, 4.61, -1.94], [6.39, 5.52, -3.02], [5.24, 6.28, -3.30], [4.09, 6.13, -2.53], [1.44, 4.71, -0.67], [0.31, 4.24, -1.46], [2.10, 5.45, 0.77], [3.21, 5.03, 2.13], [3.90, 4.88, 3.04], [0.55, 5.52, 1.57], [-0.45, 5.56, 2.17], [2.50, 7.16, 0.60], [2.79, 8.28, 0.54], [5.24, 3.83, -0.27], [7.26, 3.99, -1.71], [7.30, 5.62, -3.62], [5.23, 6.99, -4.14], [3.19, 6.73, -2.73], [-0.65, 4.26, -0.90], [0.18, 4.92, -2.35]],
  "gap_ev": 5.65,
  "lumo_energy_ha": 0.170,
  "charge": -2,
  "energy_ha": -4604.9120,
  "spin_multiplicity": 1,
  "de_lowest_ev": 3.308,
  "homo_ha": -0.037
}